47
Properties=species:S:1:pos:R:3 method="wB97M-V/def2-TZVPD" e_above_lowest_ev=0.000 homo_lumo_gap_ev=7.61 e_lumo_ha=-0.01556 e_tot_ev=-38669.295 total_charge=0 e_homo_ev=-8.038 spin_multiplicity=1
H 1.1872 3.1467 0.3484
N 0.8621 1.5355 -1.0023
B 0.2282 0.2793 -3.1946
N 0.6425 1.5282 -2.3740
C 0.8055 2.7633 -2.8834
Pb 1.7531 -0.3772 0.8090
H 0.7316 2.9173 -3.9464
C 1.0820 3.6320 -1.8308
H 1.2552 4.6808 -1.9047
C 1.0709 2.8288 -0.6734
H 0.3292 0.4871 -4.3745
C -0.3312 -1.5947 0.9723
H -0.6226 -1.7508 2.0237
H -0.0415 -2.5188 0.4533
H -1.0366 -1.0288 0.3402
N -1.2641 -0.0662 -2.8931
N 1.2249 -0.8562 -2.7711
N -1.6327 -0.1187 -1.5653
N 1.5420 -1.1653 -1.4630
C -2.3471 -0.2862 -3.6841
C 1.9425 -1.6471 -3.5928
H -2.2806 -0.2773 -4.7553
H 1.8705 -1.5066 -4.6605
C -3.4511 -0.5280 -2.8508
C 2.6794 -2.5412 -2.8116
C -2.9341 -0.4314 -1.5327
C 2.3913 -2.2277 -1.4789
H -4.4647 -0.7359 -3.1218
H 3.3336 -3.3062 -3.1610
H -3.4516 -0.5996 -0.5943
H 2.7459 -2.7063 -0.5727
H -2.0010 0.2622 1.6087
C -1.4791 0.9077 6.2645
Si -0.1344 0.2306 5.1603
C 1.5098 1.0064 5.5547
C 0.0222 -1.6393 5.3984
C -0.6099 0.5038 3.4110
C -1.3683 0.4816 2.4514
H -1.2050 0.7684 7.3182
H -2.4387 0.4041 6.0896
H -1.6431 1.9782 6.0854
H 1.6346 1.1076 6.6398
H 2.3303 0.3860 5.1739
H 1.5886 1.9998 5.0998
H -0.8145 -2.1702 4.9216
H 0.9608 -2.0121 4.9599
H 0.0198 -1.8832 6.4717